{"formula": "C34H80O16", "method": "the ωB97M-V functional and the def2-TZVPD basis", "charge": 0, "gap_ev": 5.384, "species": ["C", "C", "C", "C", "C", "C", "C", "O", "C", "C", "C", "C", "C", "C", "C", "C", "C", "C", "C", "C", "C", "O", "H", "H", "H", "H", "H", "H", "H", "H", "H", "H", "H", "H", "H", "H", "H", "H", "H", "H", "H", "H", "H", "H", "H", "H", "C", "O", "H", "H", "H", "H", "C", "O", "H", "H", "H", "H", "C", "O", "H", "H", "H", "H", "C", "O", "H", "H", "H", "H", "C", "O", "H", "H", "H", "H", "C", "O", "H", "H", "H", "H", "C", "O", "H", "H", "H", "H", "C", "O", "H", "H", "H", "H", "C", "O", "H", "H", "H", "H", "C", "O", "H", "H", "H", "H", "C", "O", "H", "H", "H", "H", "C", "O", "H", "H", "H", "H", "C", "O", "H", "H", "H", "H", "C", "O", "H", "H", "H", "H"], "xyz": [[-2.44878, -4.14680, 2.71098], [-1.95357, -3.23900, 2.04905], [-0.90073, -2.27801, 1.40573], [-0.25293, -1.32559, 2.17156], [-0.47368, -1.03730, 3.68335], [-1.67564, -1.03384, 4.36100], [0.83664, -0.43653, 1.41406], [1.40690, 0.44737, 2.05430], [1.20086, -0.70177, -0.11653], [2.37030, 0.15856, -0.73988], [2.01969, 0.90107, -2.11001], [1.40629, 2.34553, -1.76433], [2.65132, 3.35255, -1.53854], [0.52772, 2.94528, -2.94758], [-0.68333, 2.00496, -3.40203], [-1.66225, 1.67395, -2.19480], [-1.85648, 2.51133, -1.08508], [-1.56197, 1.89831, 0.34837], [-2.32023, 4.01816, -1.13101], [0.47530, -1.65473, -0.81459], [-0.65649, -2.51375, -0.14097], [-1.31929, -3.33598, -0.77271], [-2.76998, -5.02641, 3.33418], [0.44960, -0.75816, 4.28365], [-1.74802, -0.93598, 5.49015], [-2.65515, -1.08082, 3.80861], [3.27451, -0.51799, -0.89135], [2.71808, 0.95943, -0.00539], [1.34510, 0.29724, -2.78480], [3.00689, 1.10620, -2.63985], [0.82431, 2.29093, -0.79607], [2.25084, 4.40862, -1.61378], [3.06652, 3.11227, -0.51142], [3.47430, 3.16983, -2.30623], [1.19429, 3.19889, -3.83967], [0.06064, 3.90923, -2.58409], [-0.30944, 1.05101, -3.87955], [-1.28497, 2.54055, -4.20829], [-2.25983, 0.71891, -2.26832], [-0.64946, 2.39242, 0.80072], [-2.41799, 2.05168, 1.07642], [-1.35633, 0.78564, 0.20354], [-1.73730, 4.68782, -0.39013], [-2.24695, 4.47423, -2.17385], [-3.43336, 4.01796, -0.82873], [0.68413, -1.85513, -1.90667], [2.41263, 3.37369, 4.40928], [1.41101, 2.36612, 4.41836], [2.08619, 4.19715, 5.04396], [3.35022, 2.96746, 4.79838], [2.55986, 3.73991, 3.39077], [1.72307, 1.64841, 3.84952], [-1.85241, -6.60487, -1.49151], [-3.00707, -6.08660, -2.13960], [-1.99543, -7.67167, -1.32092], [-0.97444, -6.45499, -2.12530], [-1.70882, -6.10166, -0.53246], [-2.85520, -5.14236, -2.27873], [-2.90426, 0.85819, -6.31796], [-1.53189, 0.85276, -5.94829], [-3.35576, 1.78785, -5.97276], [-2.99558, 0.79452, -7.40536], [-3.41700, 0.01310, -5.85148], [-1.15519, 0.02226, -6.26385], [-4.67972, 3.71701, 2.25306], [-5.13166, 4.14175, 0.97752], [-3.76014, 4.25001, 2.49468], [-5.43666, 3.94238, 3.00846], [-4.48181, 2.64314, 2.23354], [-5.94381, 3.66082, 0.77915], [4.39072, 6.40720, 5.26152], [4.37422, 5.77449, 3.98909], [3.36445, 6.52187, 5.60873], [4.94613, 5.79189, 5.97404], [4.85600, 7.39279, 5.17928], [5.29128, 5.68436, 3.70395], [0.96117, 5.84073, 0.84384], [-0.19520, 6.34224, 0.18413], [0.81314, 4.78134, 1.05351], [1.83646, 5.96245, 0.20104], [1.11317, 6.37683, 1.78399], [-0.03945, 7.27797, 0.00952], [-5.24101, 0.29536, 4.89888], [-5.70764, 0.71476, 3.62796], [-4.32496, 0.83778, 5.13151], [-5.99312, 0.50815, 5.66279], [-5.03101, -0.77723, 4.87141], [-6.51613, 0.22221, 3.44261], [2.13539, -7.40027, -1.76544], [1.84662, -6.44273, -0.75565], [2.66143, -8.23933, -1.31183], [1.20492, -7.75772, -2.21425], [2.76986, -6.94931, -2.53380], [1.38182, -5.71205, -1.18122], [3.56989, -3.79544, -1.54102], [3.11236, -3.36063, -2.81731], [4.48826, -3.26274, -1.29598], [2.81142, -3.57676, -0.78448], [3.77082, -4.86807, -1.56924], [2.30113, -3.84531, -3.01102], [-1.17331, -3.36738, 7.86273], [-2.18122, -2.74453, 7.07762], [-0.93943, -2.72169, 8.70834], [-1.53438, -4.33020, 8.23285], [-0.27292, -3.51407, 7.26063], [-2.37012, -3.33392, 6.33714], [-6.02951, -5.55119, -4.03625], [-6.20385, -6.52973, -3.02119], [-7.00937, -5.25665, -4.41058], [-5.52261, -4.67524, -3.62301], [-5.44051, -5.96967, -4.85615], [-5.32118, -6.77360, -2.70711], [6.75942, 3.82113, -2.10878], [5.59633, 4.31154, -2.76616], [6.62233, 2.76119, -1.89595], [7.62844, 3.94961, -2.75518], [6.90755, 4.36238, -1.17013], [5.74273, 5.24820, -2.94278], [-4.70526, -5.61135, 0.62511], [-5.66341, -4.94836, -0.18284], [-4.49033, -4.99425, 1.49551], [-5.10549, -6.57526, 0.95469], [-3.78817, -5.76237, 0.05533], [-5.82847, -5.51998, -0.94302], [8.58695, 1.41126, -4.77566], [9.00167, 2.64807, -4.21071], [8.15552, 0.79407, -3.98841], [7.83398, 1.59050, -5.54707], [9.44740, 0.89475, -5.20838], [9.37891, 3.17534, -4.92506]], "forces_ev_per_a": [[0.750, 0.437, -0.358], [1.659, -0.269, 0.314], [-1.496, -0.757, 0.815], [-0.116, 0.174, -0.742], [-0.610, 0.098, 0.375], [0.864, 0.169, -0.949], [0.252, 0.138, 0.648], [-0.876, -1.593, -1.349], [-0.787, -0.483, -0.001], [0.116, -0.138, 0.025], [0.117, 0.698, 0.702], [1.000, 0.381, -0.911], [-0.767, -1.009, 0.099], [-0.621, -0.510, 0.304], [-1.216, 1.196, -0.138], [0.406, 0.961, 0.187], [0.178, -0.494, -0.096], [-1.674, -0.254, -0.586], [0.970, 0.048, 0.276], [0.191, 0.513, 1.130], [0.354, 0.440, 0.017], [1.291, 1.439, 1.142], [0.284, 1.662, -1.205], [-1.112, -0.603, -1.042], [0.349, 0.048, -1.690], [1.178, -0.256, 0.583], [-1.220, 0.600, 0.171], [-0.676, -1.210, -0.771], [0.773, 0.551, 0.853], [-1.297, -0.504, 0.457], [0.485, 0.018, -1.231], [0.750, -1.114, 0.285], [-0.250, 0.718, -1.101], [-1.201, 0.443, 0.959], [-0.819, -0.426, 1.097], [0.674, -0.901, -0.370], [-0.599, 1.073, 0.735], [1.062, -0.608, 0.692], [1.747, 0.251, 0.814], [-0.917, -0.472, -0.694], [0.969, -0.221, -0.634], [-0.268, 1.418, 0.361], [-1.006, -0.996, -1.205], [-0.035, -0.694, 1.305], [1.721, -0.074, -0.339], [-0.334, 0.197, 1.391], [-0.099, -0.362, -0.215], [0.016, -0.167, 0.088], [-0.029, -0.083, -0.047], [0.130, 0.238, -0.017], [0.177, 0.178, 0.103], [-0.301, 0.164, 0.013], [-0.035, 0.229, 0.021], [-0.129, 0.025, -0.268], [-0.065, 0.078, -0.078], [0.114, -0.098, 0.105], [0.197, -0.094, 0.007], [-0.102, -0.120, 0.126], [0.189, -0.238, -0.082], [0.025, -0.221, -0.265], [0.126, -0.047, 0.025], [-0.233, 0.037, 0.009], [-0.207, 0.078, -0.067], [-0.019, 0.194, 0.051], [-0.134, -0.214, -0.022], [-0.148, 0.165, -0.318], [-0.071, 0.033, -0.131], [0.133, -0.100, 0.168], [0.029, 0.020, 0.283], [0.182, 0.095, 0.022], [0.257, -0.063, -0.156], [0.045, -0.020, -0.111], [0.051, -0.049, -0.108], [-0.063, 0.133, 0.175], [-0.056, 0.051, 0.217], [-0.220, -0.024, -0.022], [-0.004, 0.305, -0.056], [-0.016, 0.117, -0.047], [-0.069, 0.070, -0.060], [0.126, -0.128, 0.157], [0.165, -0.157, 0.066], [-0.128, -0.186, -0.002], [-0.192, -0.174, -0.066], [-0.148, 0.093, -0.234], [-0.075, -0.002, -0.087], [0.145, -0.061, 0.166], [0.102, -0.004, 0.270], [0.174, 0.124, -0.052], [-0.167, 0.258, -0.034], [-0.062, 0.037, 0.053], [-0.047, 0.117, 0.045], [0.116, -0.159, -0.132], [0.041, -0.202, -0.125], [0.004, -0.116, 0.229], [-0.187, -0.129, -0.149], [-0.102, 0.110, -0.128], [-0.090, 0.037, -0.126], [0.149, -0.073, 0.197], [0.080, 0.041, 0.270], [0.176, 0.130, -0.067], [-0.085, -0.127, -0.236], [-0.133, 0.008, -0.031], [-0.089, 0.010, -0.101], [0.182, -0.023, 0.126], [0.112, -0.068, 0.168], [0.005, 0.198, 0.088], [0.241, -0.096, 0.139], [0.091, -0.080, 0.327], [0.034, -0.080, 0.101], [-0.024, 0.114, -0.182], [-0.021, 0.168, -0.104], [-0.062, 0.009, -0.152], [0.075, 0.420, -0.087], [-0.107, 0.084, -0.084], [-0.079, 0.081, -0.064], [0.093, -0.198, 0.190], [0.115, -0.153, 0.097], [-0.104, -0.198, -0.011], [-0.174, -0.090, -0.187], [-0.033, 0.062, -0.041], [-0.139, 0.029, -0.139], [0.167, -0.080, 0.133], [0.060, -0.070, 0.251], [-0.184, 0.152, -0.057], [0.100, 0.198, -0.183], [0.132, 0.116, -0.037], [0.049, 0.124, -0.001], [-0.039, -0.219, -0.011], [-0.121, -0.181, -0.032], [-0.053, -0.058, 0.196]], "lowdin_charge": [0.087, -0.048, -0.058, -0.062, -0.090, 0.025, -0.224, 0.065, -0.085, -0.123, -0.139, -0.329, -0.078, -0.165, -0.193, -0.081, -0.305, -0.057, -0.060, 0.051, -0.276, 0.060, 0.072, 0.116, 0.073, 0.071, 0.121, 0.107, 0.095, 0.115, 0.107, 0.072, 0.076, 0.067, 0.126, 0.101, 0.083, 0.096, 0.104, 0.078, 0.065, 0.067, 0.069, 0.082, 0.080, 0.126, -0.169, -0.139, 0.073, 0.077, 0.068, 0.033, -0.152, -0.139, 0.089, 0.067, 0.067, 0.082, -0.150, -0.151, 0.080, 0.074, 0.077, 0.082, -0.163, -0.137, 0.082, 0.076, 0.054, 0.078, -0.160, -0.137, 0.076, 0.078, 0.074, 0.079, -0.152, -0.140, 0.072, 0.068, 0.077, 0.078, -0.164, -0.134, 0.078, 0.077, 0.071, 0.079, -0.152, -0.137, 0.083, 0.068, 0.073, 0.054, -0.157, -0.128, 0.083, 0.067, 0.064, 0.066, -0.153, -0.147, 0.080, 0.075, 0.077, 0.068, -0.154, -0.135, 0.080, 0.076, 0.077, 0.055, -0.152, -0.141, 0.080, 0.055, 0.075, 0.077, -0.157, -0.116, 0.043, 0.084, 0.045, 0.042, -0.153, -0.141, 0.078, 0.078, 0.075, 0.080]}